C4H12O | wB97M-V/def2-TZVPD

Computed properties:
Relative energy (zero: lowest compared OMol25 entry of this formula, charge and spin), kcal per mole: 33.2
HOMO-LUMO gap, eV: 11.0
SMILES: CCC.CO
Strongest force on any atom, eV/A: 3.8
HOMO, eV: -10.094

ORCA input file:
```
! RIJCOSX wB97M-V def2-TZVPD def2/J DEFGRID3
* xyz 0 1
C -1.49566 -0.50414 -1.55590
C -0.20959 -0.85481 -0.49046
C 0.90515 -1.57992 -1.12419
H -2.08604 -1.41056 -1.67302
H -1.14661 -0.14225 -2.51010
H -2.08721 0.27599 -1.03798
H 0.09493 0.13750 -0.07603
H -0.53954 -1.39432 0.35938
H 1.31425 -2.46990 -0.55759
H 0.51574 -1.96155 -2.11328
H 1.74655 -0.92688 -1.34410
C 0.16657 2.01394 2.16192
O 0.98239 0.80001 1.83649
H -0.85164 1.74318 2.06901
H 0.45584 2.35557 3.19039
H 0.45747 2.76933 1.49276
H 1.77739 1.14880 1.37270
*
```

natural (NBO) population analysis, charges in e, atoms 1 to 2:
1. C -0.61
2. C -0.40